Record 1
Computed, not measured: a cluster of 4 separate species, C23H53O10S in total, with wB97M-V/def2-TZVPD.

Each line ends with the Löwdin charge.
Cartesian coordinates (Å):
C (-2.73626, -0.37093, -2.61420)  -0.069
C (-2.45657, 1.06019, -2.23151)  -0.288
O (-1.59046, 1.68600, -3.15916)  -0.168
C (-0.79968, 2.70256, -2.55869)  -0.210
C (0.58148, 2.22432, -2.05102)  -0.168
C (0.97750, 0.82679, -2.49355)  -0.195
C (2.29043, 0.41360, -1.79227)  -0.193
C (2.22596, -0.94993, -1.07320)  -0.269
C (1.67560, -1.02264, 0.34381)  -0.398
C (0.19051, -0.65977, 0.40062)  -0.243
C (-0.47397, -0.76267, 1.78435)  -0.268
O (-0.78153, 0.47858, 2.39189)  -0.086
S (2.61086, 0.09243, 1.31734)  0.582
C (2.69771, -0.59443, 2.97299)  -0.170
O (3.99849, 0.07526, 0.85527)  -0.391
O (2.07266, 1.44887, 1.41142)  -0.375
H (-3.02247, -0.90749, -1.71657)  0.069
H (-1.84014, -0.85150, -2.97972)  0.071
H (-3.54105, -0.47112, -3.33128)  0.064
H (-3.40177, 1.60003, -2.12753)  0.115
H (-1.98912, 1.06506, -1.24946)  0.103
H (-0.65790, 3.48430, -3.29665)  0.103
H (-1.36570, 3.15682, -1.74990)  0.108
H (1.31506, 2.92210, -2.44328)  0.109
H (0.62068, 2.29418, -0.97309)  0.097
H (0.20066, 0.12641, -2.24847)  0.075
H (1.11433, 0.84814, -3.56909)  0.092
H (3.03890, 0.31724, -2.57986)  0.097
H (2.63909, 1.20841, -1.15171)  0.084
H (3.19741, -1.42339, -1.11987)  0.080
H (1.56651, -1.58689, -1.66475)  0.094
H (-0.29158, -1.40575, -0.22390)  0.095
H (-0.01772, 0.35178, 0.04786)  0.082
H (-1.41080, -1.31320, 1.64607)  0.097
H (0.14712, -1.33194, 2.46044)  0.091
H (-1.49131, 0.92195, 1.91926)  0.058
H (2.35030, -1.61129, 2.90048)  0.035
H (3.73853, -0.60061, 3.26221)  0.040
H (2.11423, -0.03767, 3.69343)  0.055
C (-3.78957, 3.15435, 2.36176)  -0.104
O (-4.03867, 1.98117, 1.60337)  -0.201
C (-4.65650, 0.95479, 2.36720)  -0.204
C (-6.13510, 0.86065, 2.06812)  -0.204
O (-6.84094, 2.01151, 2.51253)  -0.192
C (-7.14654, 2.91463, 1.46729)  -0.116
H (-3.49040, 3.94207, 1.67238)  0.090
H (-4.68039, 3.47966, 2.90521)  0.082
H (-2.97251, 2.98090, 3.06939)  0.093
H (-4.48910, 1.11047, 3.43624)  0.130
H (-4.17987, 0.01063, 2.08463)  0.125
H (-6.54900, 0.00018, 2.60363)  0.124
H (-6.29289, 0.70223, 0.99713)  0.125
H (-7.92901, 2.50354, 0.81915)  0.086
H (-6.26441, 3.14917, 0.86674)  0.083
H (-7.51623, 3.83253, 1.92232)  0.086
C (4.91871, -2.75626, 5.43891)  -0.110
O (3.78232, -2.26675, 6.13131)  -0.193
C (2.91671, -3.29833, 6.57046)  -0.208
C (3.07619, -3.56825, 8.04988)  -0.207
O (4.35080, -4.11730, 8.35539)  -0.193
C (5.25324, -3.16701, 8.88784)  -0.117
H (5.60738, -1.92602, 5.29375)  0.091
H (5.42613, -3.54261, 6.00444)  0.081
H (4.62645, -3.14191, 4.45713)  0.091
H (3.08202, -4.21484, 5.99664)  0.127
H (1.89103, -2.96328, 6.38437)  0.128
H (2.32468, -4.30231, 8.35895)  0.122
H (2.90721, -2.64930, 8.61904)  0.124
H (4.96403, -2.89053, 9.90847)  0.085
H (5.30311, -2.26837, 8.26858)  0.084
H (6.23910, -3.62897, 8.91697)  0.086
C (-0.60825, -0.75869, -9.21182)  -0.120
O (0.06889, -1.19010, -8.04944)  -0.187
C (1.42428, -0.76774, -7.99965)  -0.205
C (1.61312, 0.41892, -7.08182)  -0.201
O (0.96866, 1.57880, -7.58831)  -0.192
C (-0.25699, 1.85972, -6.93016)  -0.100
H (-1.66734, -0.97214, -9.07432)  0.087
H (-0.48303, 0.31453, -9.37655)  0.083
H (-0.25108, -1.30582, -10.09267)  0.085
H (1.78867, -0.52842, -9.00382)  0.122
H (2.01205, -1.60735, -7.61549)  0.125
H (2.68255, 0.64251, -7.01413)  0.126
H (1.25316, 0.18363, -6.07646)  0.120
H (-0.07067, 2.21901, -5.91361)  0.083
H (-0.90330, 0.98040, -6.88698)  0.087
H (-0.76469, 2.64254, -7.49272)  0.086

Atoms 1-2, force components in eV/Å:
-0.04 -0.06 0.21
0.24 -0.14 0.18

* Kohn-Sham gap: 5.231 eV
* E_tot: -2058.53093 Eh
* molar mass: 521.73 g mol⁻¹
* total charge: -1

***

Record 2
Computed, not measured: the ion NO4S with charge -1, with wB97M-V/def2-TZVPD.

Each line ends with the Löwdin charge.
Cartesian coordinates (Å):
N (1.76097, -0.34591, 0.16347)  -0.270
O (-1.06843, 1.24579, 0.62068)  -0.472
O (0.64348, -0.80577, 0.59074)  -0.300
O (-2.13215, -0.79920, -0.34069)  -0.524
O (1.81694, 0.51854, -0.72781)  -0.177
S (-1.02080, 0.18655, -0.30639)  0.742

Atoms 1-2, force components in eV/Å:
1.36 0.19 -0.25
-0.66 1.75 2.29

* Kohn-Sham gap: 8.046 eV
* E_tot: -753.88323 Eh
* molar mass: 110.07 g mol⁻¹
* total charge: -1

***

Record 3
Computed, not measured: an isolated molecule of C6H6O2S2, with wB97M-V/def2-TZVPD.

Each line ends with the Löwdin charge.
Cartesian coordinates (Å):
C (0.69614, -1.00235, -1.05211)  0.018
C (-0.63117, -0.90033, -0.96098)  -0.122
C (1.52867, -0.54582, 0.16884)  -0.065
C (0.98655, 0.82086, 0.64696)  -0.383
C (-0.52426, 0.95810, 0.76985)  -0.447
C (-1.23653, -0.19447, 0.08561)  -0.515
O (1.15122, 1.96795, -0.22273)  -0.470
O (-3.04664, -1.60596, -0.27304)  -0.580
S (-0.47102, 2.51736, -0.34348)  0.916
S (-2.85770, -0.35702, 0.43991)  1.000
H (1.07445, -1.33900, -1.96450)  0.095
H (-1.17406, -1.29431, -1.74341)  0.096
H (1.43982, -1.17443, 0.96452)  0.093
H (2.52500, -0.40947, 0.03284)  0.084
H (1.34729, 1.18260, 1.68003)  0.165
H (-0.80777, 1.37628, 1.77170)  0.116

Atoms 1-2, force components in eV/Å:
-0.04 0.99 2.45
2.07 0.03 0.24

* Kohn-Sham gap (spin up / spin down): 7.260 / 7.254 eV
* E_tot: -1178.92500 Eh
* molar mass: 174.25 g mol⁻¹

***

Record 4
Computed, not measured: an isolated molecule of C7H11BO3, with wB97M-V/def2-TZVPD.

Each line ends with the Löwdin charge.
Cartesian coordinates (Å):
C (-2.04354, 1.09766, -0.90996)  -0.058
O (-1.19661, 1.52571, 0.12377)  0.048
B (0.10117, 1.23830, 0.28407)  -0.495
C (1.12371, 0.11360, -0.90934)  -0.016
C (0.86952, -1.30908, -0.62086)  -0.284
C (-0.11881, -2.15802, -1.19970)  -0.031
C (0.03472, -3.37619, -0.61803)  -0.130
O (1.03465, -3.35500, 0.27702)  0.005
C (1.53648, -2.10121, 0.26837)  -0.081
O (0.81589, 1.72095, 1.30603)  0.044
C (0.25984, 2.57587, 2.28809)  -0.057
H (-2.79478, 0.42142, -0.49641)  0.099
H (-1.48986, 0.58321, -1.69566)  0.076
H (-2.54429, 1.97386, -1.32784)  0.096
H (2.15384, 0.38170, -0.71266)  0.080
H (0.84216, 0.38300, -1.92267)  0.074
H (-0.83376, -1.89560, -1.95338)  0.103
H (-0.47685, -4.30967, -0.74803)  0.117
H (2.35172, -1.89193, 0.93204)  0.129
H (1.06728, 3.18951, 2.68776)  0.092
H (-0.17796, 1.97811, 3.09152)  0.098
H (-0.51450, 3.21380, 1.85589)  0.091

Atoms 1-2, force components in eV/Å:
-0.20 -0.14 -0.26
-0.28 0.35 0.42

* Kohn-Sham gap: 8.792 eV
* E_tot: -523.92925 Eh
* molar mass: 153.97 g mol⁻¹
* SMILES string: COB(Cc1ccoc1)OC